No. 1
C35H33N8O7PS2Sr | the ωB97M-V functional and the def2-TZVPD basis

Last column: Mulliken charge in e.
CARTESIAN COORDINATES (ANGSTROEM)
Sr 0.910 0.536 0.805  0.6120
C 1.663 3.582 2.008  -0.9390
C 0.165 3.891 1.972  -0.8711
N -0.636 2.733 1.588  0.3098
C -1.640 2.940 0.556  -0.4450
C -1.010 3.267 -0.799  -1.0069
N 0.069 2.351 -1.154  0.3199
C 1.318 2.980 -1.581  -0.3434
C 2.030 3.722 -0.443  -1.0865
N 2.123 2.938 0.783  0.2596
H 1.864 2.895 2.833  0.4154
H 2.198 4.521 2.221  0.4170
H -0.030 4.703 1.266  0.3070
H -0.121 4.270 2.959  0.4670
H -1.042 2.287 2.398  0.0098
H -2.356 3.742 0.803  0.3517
H -2.208 2.012 0.465  0.0899
H -0.614 4.287 -0.791  0.3866
H -1.808 3.256 -1.549  0.4632
H -0.236 1.671 -1.839  -0.0231
H 1.169 3.694 -2.407  0.3501
H 1.976 2.184 -1.935  -0.0230
H 1.511 4.661 -0.227  0.2801
H 3.023 4.001 -0.810  0.5547
H 3.048 2.545 0.919  0.1349
N -2.833 -0.125 -1.273  0.2552
C -2.887 -0.783 -2.478  0.4401
C -4.094 -0.845 -3.192  -0.7420
C -4.169 -1.472 -4.421  -0.5526
C -3.042 -2.061 -4.982  -0.8971
C -1.845 -2.011 -4.283  -0.7300
C -1.740 -1.384 -3.044  0.3083
P -0.156 -1.251 -2.122  1.7683
C -0.287 -2.653 -0.945  -0.0749
C -1.487 -3.316 -0.712  -0.5458
C -1.585 -4.251 0.310  -0.5421
C -0.487 -4.535 1.106  -0.5673
C 0.719 -3.885 0.872  -0.5919
C 0.821 -2.949 -0.144  -0.1614
C 1.063 -1.832 -3.351  -0.0967
C 1.693 -0.862 -4.128  -0.2757
C 2.641 -1.219 -5.073  -0.5631
C 2.977 -2.554 -5.244  -0.5178
C 2.363 -3.527 -4.468  -0.6662
C 1.411 -3.168 -3.526  -0.3028
H -3.701 -0.015 -0.769  0.3114
H -2.104 -0.365 -0.597  -0.4602
H -4.977 -0.387 -2.758  0.4413
H -5.117 -1.501 -4.946  0.3467
H -3.094 -2.553 -5.945  0.4142
H -0.963 -2.466 -4.714  0.3662
H -2.356 -3.090 -1.317  0.3251
H -2.531 -4.746 0.494  0.3812
H -0.572 -5.250 1.915  0.3396
H 1.580 -4.085 1.497  0.4296
H 1.758 -2.424 -0.310  0.4051
H 1.469 0.184 -3.957  0.2286
H 3.152 -0.453 -5.642  0.3837
H 3.739 -2.831 -5.962  0.3498
H 2.636 -4.569 -4.587  0.3927
H 0.944 -3.926 -2.909  0.4066
O -3.442 -0.292 1.565  -0.8363
C -2.242 -0.371 1.871  -0.7262
O -1.285 -0.463 1.036  0.7404
C -1.904 -0.333 3.355  0.6372
C -2.895 -0.727 4.219  -0.0830
C -2.726 -0.691 5.605  -0.7866
C -1.563 -0.166 6.152  -0.5621
C -0.587 0.278 5.305  -0.4669
C -0.631 0.136 3.865  0.1811
O 0.368 0.424 3.164  -0.4163
N 0.553 0.949 5.917  0.9647
O 0.985 0.497 6.968  -0.6381
O 0.937 1.987 5.416  -0.5460
N -3.772 -1.141 6.477  1.0260
O -3.589 -1.080 7.689  -0.6847
O -4.777 -1.632 5.982  -0.6639
H -3.835 -1.062 3.804  0.6390
H -1.439 -0.087 7.222  0.5682
S 3.767 0.024 1.688  -0.2513
C 4.187 0.317 0.044  0.1539
S 3.101 -0.165 -1.218  -0.3517
C 5.371 0.986 -0.295  0.4939
C 6.311 1.422 0.677  -0.0888
N 7.120 1.784 1.419  -0.6882
C 5.702 1.298 -1.642  0.0923
N 5.979 1.596 -2.724  -0.7031

Values from the calculation:
ΔE to the lowest compared entry with this formula, charge and spin, eV: 0.110
Gap between HOMO and LUMO, eV: 6.463
Charge: -2
Calculated total energy, a.u.: -3486.85513



No. 2
C4H4N2O | the ωB97M-V functional and the def2-TZVPD basis

Last column: Mulliken charge in e.
CARTESIAN COORDINATES (ANGSTROEM)
N -0.570 2.123 -1.226  -0.4622
C -0.247 1.350 -0.350  0.6587
C 0.126 0.678 0.747  -0.7152
C -0.074 -0.717 0.991  0.1092
C -0.104 -1.735 0.088  -0.4060
N 0.357 -1.625 -1.227  -0.1083
O 0.358 -0.498 -1.708  -0.3465
H -1.488 2.558 -1.162  0.2953
H 0.492 1.306 1.553  0.3260
H -0.145 -1.011 2.041  0.2912
H -0.248 -2.764 0.412  0.3578

Values from the calculation:
ΔE to the lowest compared entry with this formula, charge and spin, eV: 4.310
Gap between HOMO and LUMO (spin up / spin down), eV: 8.223 / 8.224
Calculated total energy, a.u.: -339.42329



No. 3
C11H8O2 | the ωB97M-V functional and the def2-TZVPD basis

Last column: Mulliken charge in e.
CARTESIAN COORDINATES (ANGSTROEM)
O 1.476 2.383 -0.466  -0.5537
C 1.766 1.280 -0.209  0.4178
O 3.124 1.075 -0.274  -0.3077
C 3.619 -0.257 -0.102  -0.2250
C 2.833 -1.257 0.194  -0.7078
C 1.475 -1.038 0.170  -0.3861
C 0.804 0.132 0.013  0.3558
C -0.582 0.185 -0.001  0.7607
C -1.303 1.341 0.459  -0.4452
C -2.642 1.351 0.343  -0.4432
C -3.277 0.231 -0.285  -0.3655
C -2.680 -1.001 -0.430  -0.6553
C -1.260 -1.002 -0.278  -0.3503
H 4.733 -0.266 0.190  0.2999
H 3.270 -2.257 0.446  0.3055
H 0.857 -1.798 0.406  0.5632
H -0.734 2.156 0.866  0.3921
H -3.266 2.280 0.567  0.2880
H -4.344 0.214 -0.511  0.3306
H -3.250 -1.936 -0.579  0.3432
H -0.615 -1.815 -0.519  0.3830

Values from the calculation:
ΔE to the lowest compared entry with this formula, charge and spin, eV: 2.305
Gap between HOMO and LUMO, eV: 7.944
Calculated total energy, a.u.: -574.37794